{"formula": "C2H5PS", "method": "ωB97M-V/def2-TZVPD", "total_charge": 0, "relative_energy_kj_mol": 454.1, "orbital_gap_ev": [7.71, 7.52], "symbols": ["C", "C", "P", "S", "H", "H", "H", "H", "H"], "coordinates": [[1.22500, 0.03681, -0.21675], [-1.36849, 0.69705, 0.23911], [2.77733, -0.46259, -0.04230], [0.22965, 1.40042, -0.15800], [-0.34951, -1.70838, -0.63639], [-1.94445, 1.48867, 0.45210], [-1.34656, 0.19031, 1.21862], [-1.67761, 0.16416, -0.58566], [2.45464, -1.80645, -0.27072]]}

=====

{"formula": "C2H5FO2", "method": "ωB97M-V/def2-TZVPD", "total_charge": 0, "relative_energy_kj_mol": 342.5, "orbital_gap_ev": 9.35, "symbols": ["C", "C", "O", "O", "F", "H", "H", "H", "H", "H"], "coordinates": [[-0.53651, -1.38005, 0.06129], [0.53304, 1.35024, 0.27245], [0.37007, 1.72672, -0.99543], [-0.87709, -0.14042, 0.45463], [1.60853, 0.55224, 0.48365], [-0.27253, -1.32652, -0.97123], [-1.29860, -2.11065, 0.18315], [0.31746, -1.77779, 0.71402], [0.44495, 2.02646, 1.14741], [-0.28933, 1.07977, -1.34994]]}

=====

{"formula": "C16H20BF4MnN4O3S2", "method": "ωB97M-V/def2-TZVPD", "total_charge": 0, "orbital_gap_ev": [6.58, 7.34], "s_squared": 6.468, "multiplicity": 5, "symbols": ["Mn", "N", "C", "C", "C", "C", "C", "C", "N", "C", "C", "C", "S", "C", "N", "H", "H", "H", "H", "H", "H", "H", "S", "F", "B", "F", "F", "F", "N", "C", "C", "O", "O", "H", "H", "H", "H", "H", "C", "C", "C", "O", "C", "H", "H", "H", "H", "H", "H", "H", "H"], "coordinates": [[-0.53211, 0.10751, 0.13280], [2.74191, 2.22818, -1.29793], [3.51878, 1.63608, -0.33284], [4.87413, 1.71156, -0.05635], [5.33694, 0.95911, 1.00444], [4.47692, 0.16727, 1.77012], [3.12168, 0.10590, 1.51611], [2.63868, 0.85277, 0.44771], [1.36540, 0.97969, -0.05634], [1.46930, 1.78971, -1.10694], [0.31793, 2.05548, -1.91475], [0.12196, 2.92565, -2.95469], [-1.47197, 2.75302, -3.58077], [-1.77361, 1.53026, -2.40232], [-0.78041, 1.28700, -1.61264], [3.05475, 2.82005, -2.04835], [5.53877, 2.32664, -0.64307], [6.38972, 0.97553, 1.24502], [4.88922, -0.40464, 2.58690], [2.43694, -0.48646, 2.10333], [0.80578, 3.63693, -3.36948], [-2.71322, 1.01462, -2.36938], [-0.41232, -0.29243, 2.19718], [-1.48709, -3.03330, -2.33792], [-2.40003, -2.20860, -1.76907], [-2.85438, -1.23812, -2.62221], [-3.42462, -2.86658, -1.16951], [-1.65987, -1.47544, -0.67816], [1.06747, -4.33542, 0.76427], [2.28790, -3.90097, 0.10098], [2.05671, -2.49527, -0.47353], [2.84941, -1.90392, -1.15126], [0.88569, -1.98680, -0.10558], [1.25372, -4.97565, 1.52254], [0.42440, -4.77973, 0.12011], [0.44677, -2.67799, 0.47023], [2.64039, -4.55674, -0.70526], [3.09016, -3.81443, 0.83908], [-4.91491, 0.80541, 1.29745], [-4.24425, 1.96489, 2.03404], [-2.89250, 2.09950, 1.31940], [-2.70128, 0.91434, 0.54152], [-3.70829, -0.03719, 0.90484], [-5.43829, 1.15691, 0.40641], [-5.61024, 0.25284, 1.92403], [-4.08902, 1.70597, 3.08057], [-4.81974, 2.88552, 1.98050], [-2.06551, 2.20552, 2.03278], [-2.87424, 2.94430, 0.62083], [-3.35324, -0.64392, 1.75019], [-3.88034, -0.68455, 0.04497]]}

=====

{"formula": "C2H7NO3", "method": "ωB97M-V/def2-TZVPD", "total_charge": 0, "relative_energy_kj_mol": 244.7, "orbital_gap_ev": 9.46, "symbols": ["H", "O", "N", "H", "H", "H", "C", "H", "H", "C", "O", "O", "H"], "coordinates": [[0.86262, 0.07028, -1.44961], [0.47298, 1.41696, -1.42126], [1.10978, -0.95231, -0.56405], [0.34751, 1.90923, -2.16178], [1.97447, -1.33490, -0.85284], [0.54677, -1.81252, -0.70916], [0.98510, -0.23246, 0.70946], [1.33367, -0.85035, 1.45252], [1.27059, 0.86463, 0.74775], [-0.62175, -0.18602, 0.72597], [-1.25577, -1.17151, 1.02478], [-1.19506, 0.86344, 0.27303], [-0.46143, 1.45956, -0.70357]]}

=====

{"formula": "C5H8O", "method": "ωB97M-V/def2-TZVPD", "smiles": "CC(O)=C1CC1", "total_charge": 0, "relative_energy_kj_mol": 204.5, "orbital_gap_ev": 9.87, "symbols": ["C", "C", "C", "C", "C", "O", "H", "H", "H", "H", "H", "H", "H", "H"], "coordinates": [[-1.86390, 0.96368, -0.02470], [-0.70330, 0.14335, 0.45087], [0.41216, -0.20166, -0.16733], [1.35619, -0.33957, -1.28458], [1.63073, -0.97398, 0.07775], [-0.89336, -0.31720, 1.75244], [-1.95013, 1.86154, 0.60177], [-1.78915, 1.26908, -1.07115], [-2.78742, 0.39317, 0.12515], [1.09685, -1.00424, -2.10670], [1.97639, 0.50331, -1.58586], [1.54164, -2.05300, 0.18317], [2.40695, -0.52578, 0.69606], [-0.43365, 0.28129, 2.35312]]}

=====

{"formula": "C4H5N2P", "method": "ωB97M-V/def2-TZVPD", "total_charge": 0, "relative_energy_kj_mol": 61.9, "orbital_gap_ev": [5.37, 8.27], "s_squared": 2.024, "multiplicity": 3, "symbols": ["C", "C", "C", "C", "N", "N", "P", "H", "H", "H", "H", "H"], "coordinates": [[0.07822, 0.02741, -2.42073], [0.11652, 0.59067, -1.18224], [-0.53506, -0.35586, -0.09412], [0.25264, 0.21851, 2.01268], [0.05985, -0.52010, -3.40873], [0.14692, -0.69995, 1.09149], [0.88585, 1.98980, -0.71116], [-1.56394, 0.09091, -0.01450], [-0.86402, -1.24971, -0.72643], [-0.24388, 1.15871, 1.68033], [0.91669, 0.28039, 2.82338], [0.75021, -1.53078, 0.95002]]}

=====

{"formula": "C12H16O5", "method": "ωB97M-V/def2-TZVPD", "smiles": "O=C(O)OCC(=O)c1ccccc1.CC(C)O", "total_charge": 0, "orbital_gap_ev": 8.65, "symbols": ["O", "C", "O", "O", "C", "C", "O", "C", "C", "C", "C", "C", "C", "H", "H", "H", "H", "H", "H", "H", "H", "C", "C", "C", "O", "H", "H", "H", "H", "H", "H", "H", "H"], "coordinates": [[0.77446, 0.18031, 2.68409], [0.37826, 1.19928, 2.08647], [0.79940, 2.46610, 2.64148], [-0.48461, 1.27772, 0.98436], [-0.39971, 0.15680, 0.08064], [0.08696, 0.51618, -1.41163], [-0.29206, -0.30531, -2.30831], [1.00321, 1.73531, -1.83004], [0.95831, 2.14451, -3.35167], [1.87088, 3.32159, -3.84014], [2.81516, 4.12378, -2.91551], [2.85481, 3.70834, -1.40968], [1.95854, 2.52425, -0.89288], [1.67586, 2.71934, 2.28020], [0.22659, -0.73078, 0.42188], [-1.47639, -0.24725, -0.04647], [0.29330, 1.60487, -4.11863], [1.86488, 3.60314, -4.95510], [3.48217, 4.98330, -3.25557], [3.52731, 4.27756, -0.67931], [2.03785, 2.23905, 0.21230], [-2.40830, -4.68322, 1.41591], [-1.43730, -3.52808, 1.60280], [-2.06565, -2.40113, 2.40780], [-1.03763, -3.03321, 0.32571], [-3.29968, -4.35944, 0.86869], [-1.94753, -5.48043, 0.82632], [-2.72080, -5.09611, 2.37859], [-0.53628, -3.88372, 2.11018], [-2.94555, -1.99830, 1.89473], [-1.36056, -1.57313, 2.52462], [-2.36791, -2.74538, 3.40018], [-1.82799, -2.71597, -0.13200]]}

=====

{"formula": "C9H14O", "method": "ωB97M-V/def2-TZVPD", "smiles": "Cc1ccccc1.CCO", "total_charge": 0, "relative_energy_kj_mol": 53.0, "orbital_gap_ev": 9.72, "symbols": ["C", "C", "O", "H", "H", "H", "H", "H", "H", "C", "C", "C", "C", "C", "C", "C", "H", "H", "H", "H", "H", "H", "H", "H"], "coordinates": [[-1.11084, 1.43414, 2.30941], [-1.71331, 1.99039, 3.57651], [-0.10386, 2.28601, 1.74696], [-0.71829, 0.42554, 2.36050], [-1.91025, 1.40328, 1.56239], [-2.37237, 1.25138, 4.03063], [-0.40777, 3.18796, 1.90225], [-2.37182, 2.82831, 3.34044], [-0.99241, 2.36727, 4.30951], [1.71092, 0.97833, -1.99728], [-0.74538, -1.34372, -0.27964], [-0.12615, -0.18631, -0.71604], [-0.32032, -2.58269, -0.74721], [0.96636, -0.25500, -1.58302], [0.64695, -2.63791, -1.74441], [1.26107, -1.47764, -2.19157], [-1.63441, -1.30065, 0.33498], [-0.50031, 0.78611, -0.42262], [-0.77648, -3.50808, -0.43304], [0.91008, -3.60821, -2.14035], [2.50568, 0.75411, -2.70111], [2.12514, 1.51024, -1.13461], [2.00301, -1.47122, -2.97329], [1.06987, 1.77523, -2.39109]]}

=====

{"formula": "C2H5OPS", "method": "ωB97M-V/def2-TZVPD", "total_charge": 0, "relative_energy_kj_mol": 341.4, "orbital_gap_ev": [7.40, 6.45], "symbols": ["C", "C", "O", "P", "S", "H", "H", "H", "H", "H"], "coordinates": [[-0.75956, -0.33986, 0.42561], [0.43880, -0.26203, -0.46821], [-3.66347, -3.18574, 0.11619], [-2.65863, -2.76646, -0.81463], [1.82889, 0.96843, 0.19047], [-0.74264, -0.92782, 1.22270], [-1.66623, 0.10677, 0.12969], [0.07720, 0.04998, -1.52749], [1.25595, -1.09592, -0.55586], [1.00855, 2.03105, 0.26135]]}

=====

DFT total energy list, top to bottom, in hartree: -818.524924; -329.432008; -3438.446343; -360.820442; -270.479992; -606.100410; -842.871030; -426.552595; -893.842772